(1)
Computed, not measured: a molecular structure, C22H30F3N4O2STc, with the ωB97M-V functional and the def2-TZVPD basis.

Results
* orbital gap (spin up / spin down): 6.94 / 6.61 eV
* ΔE to the lowest compared entry with this formula, charge and spin: 0.0 kJ/mol
* spin multiplicity: 4
* total charge: +3
* maximum force: 0.51 eV/Å
* HOMO energy (spin up / spin down): -0.68457 / -0.68701 Ha
* electronic energy: -2003.45904 Eh

Each line ends with the Mulliken charge.
Atoms and positions in Å:
1 Tc -0.06 1.75 -1.21  1.22
2 C -1.07 -0.62 5.19  -1.49
3 C 0.34 -0.14 4.79  1.72
4 C 0.79 0.95 5.75  -2.11
5 C 1.32 -1.33 4.85  -1.49
6 C 0.28 0.34 3.36  0.25
7 C 0.60 1.65 2.98  -0.61
8 C 0.53 2.03 1.67  -0.62
9 N 0.15 1.17 0.70  -0.24
10 C -0.18 -0.11 1.03  -0.27
11 C -0.12 -0.53 2.33  -0.18
12 C -0.62 -0.91 -0.12  -0.39
13 C -1.05 -2.21 -0.09  0.61
14 C -1.47 -2.86 -1.26  0.38
15 C -1.46 -2.10 -2.44  -0.72
16 C -1.02 -0.80 -2.43  -0.56
17 N -0.61 -0.20 -1.29  -0.23
18 C -1.94 -4.30 -1.28  1.69
19 C -3.40 -4.32 -1.78  -1.49
20 C -1.87 -4.95 0.10  -2.07
21 C -1.04 -5.08 -2.26  -1.51
22 H -1.04 -0.98 6.21  0.45
23 H -1.43 -1.45 4.57  0.34
24 H -1.80 0.19 5.14  0.40
25 H 0.83 0.55 6.76  0.41
26 H 0.10 1.80 5.77  0.46
27 H 1.80 1.31 5.52  0.46
28 H 1.38 -1.68 5.88  0.46
29 H 2.33 -1.03 4.55  0.39
30 H 1.01 -2.17 4.23  0.34
31 H 0.90 2.38 3.72  0.63
32 H 0.77 3.05 1.36  0.48
33 H -0.40 -1.55 2.57  0.67
34 H -1.05 -2.75 0.85  0.71
35 H -1.79 -2.53 -3.38  0.54
36 H -0.99 -0.21 -3.34  0.45
37 H -4.06 -3.77 -1.11  0.39
38 H -3.74 -5.35 -1.81  0.45
39 H -3.50 -3.92 -2.79  0.37
40 H -2.52 -4.45 0.82  0.46
41 H -0.85 -4.97 0.49  0.46
42 H -2.20 -5.98 0.03  0.41
43 H -1.11 -4.70 -3.28  0.37
44 H -1.37 -6.12 -2.27  0.46
45 H 0.01 -5.06 -1.94  0.38
46 F -0.61 6.50 -3.46  -0.18
47 C -0.14 5.57 -2.68  0.82
48 F 0.35 6.09 -1.56  -0.22
49 F 0.87 4.92 -3.31  -0.18
50 C -1.23 4.53 -2.32  0.09
51 O -2.38 4.63 -2.49  -0.30
52 O -0.66 3.44 -1.66  -0.71
53 C 3.40 3.78 -4.94  -1.06
54 N 2.70 2.77 -4.12  -0.10
55 C 2.73 2.74 -2.82  0.68
56 N 3.35 3.65 -2.09  -0.26
57 S 2.02 1.32 -1.99  -0.30
58 H 3.18 3.58 -5.98  0.36
59 H 4.47 3.71 -4.78  0.42
60 H 3.03 4.77 -4.69  0.36
61 H 2.24 2.01 -4.60  0.27
62 H 3.83 4.43 -2.52  0.25
63 H 3.45 3.54 -1.10  0.21



(2)
Computed, not measured: 2 unconnected molecules or ions with the total composition C3H12NO2S, with the ωB97M-V functional and the def2-TZVPD basis.

Results
* orbital gap: 10.19 eV
* ΔE to the lowest compared entry with this formula, charge and spin: 0.0 kJ/mol
* total charge: +1
* maximum force: 0.95 eV/Å
* HOMO energy: -0.48414 Ha
* electronic energy: -724.69336 Eh

Each line ends with the Mulliken charge.
Atoms and positions in Å:
1 C -1.60 0.19 0.56  -0.74
2 O -2.42 -0.88 0.08  -0.57
3 C -0.60 0.47 -0.53  0.03
4 C 0.47 1.46 -0.13  -0.90
5 S 1.82 1.53 -1.34  -0.20
6 N -0.02 -0.85 -0.95  -0.20
7 H -2.19 1.09 0.77  0.43
8 H -1.12 -0.10 1.49  0.33
9 H -3.31 -0.85 0.45  0.34
10 H -1.14 0.87 -1.40  0.34
11 H -0.02 2.44 0.01  0.48
12 H 0.86 1.24 0.87  0.42
13 H 2.76 1.90 -0.47  0.16
14 H 0.27 -0.86 -1.93  0.39
15 H 0.83 -1.07 -0.39  0.34
16 H -0.73 -1.58 -0.82  0.39
17 H 1.65 -2.32 1.48  0.28
18 H 2.71 -1.23 1.18  0.29
19 O 1.78 -1.45 1.07  -0.62



(3)
Computed, not measured: C3H3NO2 in the gas phase in a non-equilibrium geometry, with the ωB97M-V functional and the def2-TZVPD basis.

Results
* orbital gap (spin up / spin down): 7.40 / 8.63 eV
* ΔE to the lowest compared entry with this formula, charge and spin: 528.1 kJ/mol
* maximum force: 10.79 eV/Å
* HOMO energy (spin up / spin down): -0.36188 / -0.37226 Ha
* electronic energy: -321.17651 Eh

Each line ends with the Mulliken charge.
Atoms and positions in Å:
1 C 1.26 -0.09 -1.44  0.15
2 C -1.05 0.48 1.44  -0.82
3 C -0.60 -0.39 0.26  0.78
4 N 0.03 0.42 -0.77  -0.37
5 O 1.70 -1.09 -1.24  -0.28
6 O -0.52 -1.56 0.20  -0.45
7 H -1.42 -0.11 2.30  0.32
8 H -0.91 1.52 1.29  0.37
9 H 1.51 0.83 -2.04  0.31



(4)
Computed, not measured: 2 unconnected molecules or ions with the total composition C3H6IO3, with the ωB97M-V functional and the def2-TZVPD basis.

Results
* orbital gap: 6.30 eV
* ΔE to the lowest compared entry with this formula, charge and spin: 0.0 kJ/mol
* total charge: -1
* maximum force: 0.66 eV/Å
* HOMO energy: -0.12853 Ha
* electronic energy: -641.42513 Eh

Each line ends with the Mulliken charge.
Atoms and positions in Å:
1 I -4.14 3.77 -0.98  -0.93
2 C 2.08 -1.44 1.17  -0.66
3 O 1.28 -0.27 1.02  -0.32
4 C 0.37 -0.31 0.03  0.84
5 O 0.18 -1.26 -0.68  -0.57
6 O -0.32 0.81 0.07  -0.31
7 C -1.39 0.94 -0.89  -0.43
8 H 2.35 -1.50 2.22  0.22
9 H 3.00 -1.34 0.57  0.26
10 H 1.54 -2.32 0.83  0.33
11 H -0.97 1.25 -1.84  0.29
12 H -2.08 1.70 -0.53  0.00
13 H -1.92 -0.01 -0.99  0.29



(5)
Computed, not measured: 2 unconnected molecules or ions with the total composition C2H9NS, with the ωB97M-V functional and the def2-TZVPD basis.

Results
* SMILES: CN.CS
* orbital gap: 9.46 eV
* ΔE to the lowest compared entry with this formula, charge and spin: 44.9 kJ/mol
* maximum force: 0.78 eV/Å
* HOMO energy: -0.31120 Ha
* electronic energy: -534.51257 Eh

Each line ends with the Mulliken charge.
Atoms and positions in Å:
1 C 0.20 -1.56 1.13  -0.70
2 N 1.39 -0.83 0.65  -0.56
3 H 0.39 -2.64 1.18  0.32
4 H -0.03 -1.26 2.15  0.29
5 H -0.62 -1.36 0.46  0.22
6 H 1.80 -1.34 -0.12  0.19
7 H 2.10 -0.80 1.37  0.21
8 H 0.36 0.75 -0.06  0.15
9 C -1.18 1.78 -1.48  -0.74
10 S -0.32 1.89 0.12  -0.19
11 H -1.74 2.71 -1.62  0.28
12 H -0.48 1.71 -2.31  0.28
13 H -1.87 0.95 -1.48  0.25



(6)
Computed, not measured: a gas-phase ion, C5H14N3 (charge +1) in a non-equilibrium geometry, with the ωB97M-V functional and the def2-TZVPD basis.

Results
* SMILES: C/C(N)=[N+](/C)[C@@H](C)N
* orbital gap: 10.35 eV
* ΔE to the lowest compared entry with this formula, charge and spin: 155.7 kJ/mol
* total charge: +1
* maximum force: 4.19 eV/Å
* HOMO energy: -0.48698 Ha
* electronic energy: -362.91985 Eh

Each line ends with the Mulliken charge.
Atoms and positions in Å:
1 C 1.32 -0.26 -0.14  1.10
2 C 1.56 -1.61 -0.74  -1.38
3 C -1.93 -0.48 1.10  -1.27
4 C 0.06 1.69 0.50  -1.41
5 C -1.22 -0.45 -0.23  -0.24
6 N 2.39 0.47 0.17  -0.46
7 N -1.86 0.26 -1.32  -0.57
8 N 0.17 0.34 -0.10  0.11
9 H 1.37 -1.39 -1.77  0.36
10 H 2.59 -1.88 -0.59  0.38
11 H 0.88 -2.40 -0.56  0.36
12 H -2.25 0.49 1.40  0.35
13 H -2.90 -1.10 1.10  0.33
14 H -1.39 -0.93 1.90  0.38
15 H 0.13 1.54 1.55  0.49
16 H -0.85 2.22 0.37  0.34
17 H 0.90 2.21 0.15  0.56
18 H -1.05 -1.44 -0.46  0.53
19 H 3.32 -0.02 0.31  0.28
20 H 2.37 1.32 0.77  0.22
21 H -2.16 1.25 -1.08  0.27
22 H -1.46 0.17 -2.34  0.28